No. 1
The following is a quantum chemistry calculation of 2 unconnected molecules or ions with the total composition C10H16O at a distorted geometry, from OMol25.

Calculated values
charge	+1
ΔE to the lowest compared entry with this formula, charge and spin	76.2	kcal/mol
multiplicity	2
F_max	0.0948	hartree/bohr
<S²>	0.768
Kohn-Sham gap (spin up / spin down)	9.58 / 5.80	eV
E_LUMO (spin up / spin down)	-0.13970 / -0.27874	hartree

CARTESIAN COORDINATES (ANGSTROEM)
C  -0.787769  1.828276  -1.833106
C  0.260761  -1.495437  -3.130283
C  0.369213  -2.285434  -2.007865
C  -0.309717  -0.233569  -2.918220
C  -0.468739  0.403981  -1.663899
C  0.129749  -1.697207  -0.742592
C  -0.440437  -0.398163  -0.549523
O  0.682296  -3.539740  -2.290800
H  0.231647  -1.965274  -4.184701
H  -0.605516  0.259226  -3.949294
H  0.165136  -2.477360  0.164166
H  0.602442  -4.374477  -1.726763
H  -0.615302  2.338301  -0.886786
H  -1.753252  2.002183  -2.152682
H  -0.609093  0.163148  0.449267
H  -0.279297  2.320018  -2.650037
C  0.230258  1.246678  3.248438
C  -0.413229  -0.081655  3.199272
C  1.050316  1.383340  1.874882
H  -0.729786  1.948995  3.250516
H  0.873742  1.486580  4.204562
H  0.194062  -1.024253  3.053591
H  0.412886  1.626501  1.013164
H  -0.944912  -0.093910  2.221969
H  -0.777987  -0.380701  4.162204
H  1.609917  2.344027  2.074029
H  1.922610  0.695925  1.770489

Atomic forces in eV per Å
1.810 0.435 2.047
-2.146 1.767 -2.432
0.683 -1.250 -0.010
1.141 -1.636 -4.450
-0.884 0.193 -2.413
-1.931 -1.021 4.209
1.753 -0.591 1.785
-0.055 -1.160 0.566
0.461 0.879 1.990
0.538 -0.458 2.559
0.156 2.137 -1.897
-0.018 2.187 -0.136
-0.135 0.421 -0.181
-2.686 -0.076 -0.265
0.254 -1.937 -1.723
0.922 -0.136 -0.042
0.214 1.448 -0.438
1.094 -2.701 -0.593
1.174 2.957 2.645
2.430 -0.781 0.000
-1.204 -0.572 -2.035
0.700 1.228 -0.104
0.433 -0.570 0.265
-1.092 -0.220 1.466
-1.866 0.193 0.124
-0.454 -0.581 -0.689
-1.293 -0.156 -0.250

No. 2
The following is a quantum chemistry calculation of 2 unconnected molecules or ions with the total composition C6H12N at a distorted geometry, from OMol25.

Calculated values
charge	+1
ΔE to the lowest compared entry with this formula, charge and spin	178.5	kcal/mol
F_max	0.0998	hartree/bohr
Kohn-Sham gap	4.46	eV
E_LUMO	-0.31826	hartree

CARTESIAN COORDINATES (ANGSTROEM)
C  2.529991  -0.831278  -1.934723
C  2.126922  0.638203  -1.870988
C  0.620859  0.714313  -1.497119
C  0.426366  0.948042  -0.001639
C  -0.000054  0.108292  0.865595
N  -3.506587  -1.147295  2.213268
C  -2.619238  -0.316259  2.460198
H  1.894747  -1.362372  -2.649457
H  2.391688  -1.260906  -0.943472
H  3.537934  -1.074710  -2.262225
H  2.375960  1.283488  -2.706262
H  2.610763  1.035466  -0.974322
H  0.013012  -0.127925  -1.821219
H  0.155552  1.571286  -1.985227
H  0.443442  1.983650  0.371085
H  0.194407  0.324902  1.926522
H  -4.320244  -1.158845  2.831593
H  -1.984318  0.015489  1.613326
H  -2.067757  -0.108472  3.394714

Atomic forces in eV per Å
-0.270 -0.254 -0.726
-0.222 -0.493 1.502
0.071 1.171 -0.965
-0.834 -2.749 -2.386
1.156 4.676 1.770
-1.883 1.343 -0.773
2.262 -0.795 -0.373
-0.108 -0.033 0.174
-0.021 -0.240 0.028
0.219 0.503 0.183
-0.086 -0.237 -0.229
0.507 0.373 -0.386
0.271 -0.296 0.223
0.047 0.154 0.058
-0.094 -0.037 0.356
-0.285 -2.253 0.461
0.641 -1.049 0.752
-0.259 -0.450 -0.167
-1.110 0.668 0.498

No. 3
The following is a quantum chemistry calculation of C14H14N2O3S2 in the gas phase at a distorted geometry, from OMol25.

Calculated values
charge	0
ΔE to the lowest compared entry with this formula, charge and spin	61.3	kcal/mol
F_max	0.0349	hartree/bohr
Kohn-Sham gap	7.52	eV
E_LUMO	-0.03326	hartree

CARTESIAN COORDINATES (ANGSTROEM)
C  -3.069374  2.287294  -0.266270
H  -3.588977  1.692177  0.480128
H  -2.943146  3.301099  0.107062
H  -3.692712  2.326634  -1.156683
C  -1.726287  1.659865  -0.621991
C  -0.735546  1.569356  0.514438
C  -1.052001  1.967875  1.804266
C  -0.130688  1.888048  2.835364
C  1.141138  1.407750  2.589096
C  1.486340  0.999063  1.314149
C  0.558033  1.071331  0.283830
N  0.864408  0.592617  -1.002509
C  1.989617  -0.014819  -1.442034
O  3.069800  -0.027859  -0.897036
C  1.757492  -0.774959  -2.751691
H  2.628315  -1.381880  -2.992982
H  1.549436  -0.097160  -3.579373
S  0.255051  -1.806450  -2.570610
C  0.563219  -2.422823  -0.964069
C  -0.419507  -2.538687  0.004288
N  -1.741720  -2.107619  -0.060206
O  -2.403527  -2.172785  0.960118
O  -2.137410  -1.655227  -1.124454
S  0.183122  -3.144000  1.509387
C  1.749286  -3.252655  0.829865
C  1.814690  -2.848546  -0.468087
H  2.720892  -2.850171  -1.044037
H  2.559417  -3.622392  1.427140
H  0.061674  0.532594  -1.616978
H  2.474029  0.620558  1.110736
H  1.868155  1.346190  3.384401
H  -0.411065  2.205000  3.828426
H  -2.037238  2.346946  2.019114
H  -1.928179  0.655327  -1.012743
H  -1.276740  2.248307  -1.430055

Atomic forces in eV per Å
0.192 -0.097 -0.137
-0.088 -0.007 0.095
-0.048 0.087 0.066
-0.082 0.025 -0.022
-0.149 0.041 0.047
0.084 -0.024 -0.071
0.067 -0.030 -0.054
0.042 0.027 0.162
-0.161 0.043 0.005
0.197 -0.071 -0.019
0.104 0.014 0.312
-0.519 0.537 0.018
0.088 -0.092 -0.626
0.183 0.031 0.148
-0.111 -0.424 0.174
0.037 0.193 0.092
-0.001 0.001 -0.021
0.306 0.070 -0.534
-0.834 0.036 0.168
1.681 -0.535 0.322
-0.812 0.472 -0.117
-0.212 -0.018 0.121
-0.344 -0.168 0.012
0.142 0.135 -0.529
-0.380 0.045 0.083
0.029 -0.159 0.189
0.151 0.026 -0.092
0.174 -0.083 0.125
0.209 -0.161 0.082
0.029 0.002 -0.020
0.070 -0.004 0.071
-0.029 0.032 0.093
-0.136 0.047 -0.016
0.102 0.086 -0.071
0.018 -0.076 -0.056